Molecular formula: C2H7O2
Method: DFT, the ωB97M-V functional and the def2-TZVPD basis

XYZ file:
```
11
C2H7O2 the ωB97M-V functional and the def2-TZVPD basis
C 0.844 -0.562 -0.448
O -0.274 -0.354 -1.179
C 0.924 0.377 0.768
H 1.777 -0.423 -1.060
H 0.927 -1.614 -0.072
H 1.883 0.326 1.282
H 0.099 0.158 1.434
H 0.804 1.387 0.385
H -1.581 -0.146 -0.466
H -2.889 0.763 -0.610
O -2.516 0.087 -0.035
```

Summary:
- Energy: -6282.6500 eV
- Gap between HOMO and LUMO: 7.72 eV
- HOMO level: -3.0 eV
- Molar mass: 63.1 g mol⁻¹
- Strongest force on any atom: 0.6 eV Å⁻¹
- Energy above the lowest of the compared OMol25 structures with the same formula, charge and spin: 0.042 eV
- Charge: -1